C5H11NO | ωB97M-V/def2-TZVPD

```
18
Properties=species:S:1:pos:R:3:forces:R:3:lowdin_spin:R:1
C -1.7218 0.9636 -2.3445 -0.259 1.097 1.027 0.0372
N -2.1044 0.1716 -1.2035 0.603 -0.954 0.409 0.0508
C -1.2650 -0.9477 -0.7671 -1.396 1.497 -0.508 0.2347
C -0.0415 -0.6691 -0.2157 -0.097 -0.748 0.925 0.1246
C 0.9021 -1.6624 0.2197 -0.738 1.099 -0.525 0.1578
C 2.2220 -1.5296 -0.1290 0.597 -0.573 0.406 0.2557
H -1.8838 2.0232 -2.0455 0.179 -0.148 -0.499 0.0029
H -0.6462 0.8379 -2.4597 -0.095 -0.063 -0.338 0.0037
H -2.2612 0.8386 -3.3004 0.085 -0.480 0.026 0.0076
H -3.0697 0.1824 -0.9191 -0.001 -0.017 -0.190 0.0123
H -1.7542 -1.9062 -0.8032 0.228 -0.489 -0.057 0.0248
H 0.1989 0.3926 -0.1189 0.358 -0.202 -0.427 0.0076
H 0.4956 -2.5669 0.6724 0.143 -0.206 -0.299 0.0105
H 2.9311 -2.3306 0.0758 0.157 0.352 0.085 0.0332
H 2.5312 -0.6214 -0.6355 0.236 -0.178 -0.062 0.0308
H 2.0146 1.8889 5.2650 0.236 -0.750 0.871 0.0002
H 1.8615 2.9136 4.2809 0.030 1.097 -0.785 0.0002
O 1.5908 2.0214 4.4284 -0.266 -0.333 -0.060 0.0056
```
Positions in Å, forces in eV/Å.

Calculated values
net charge: -1
2S+1: 2
LUMO (alpha / beta): 3.0 / 3.0 eV
HOMO level (alpha / beta): 1.0 / -2.5 eV
energy above the lowest of the compared OMol25 structures with the same formula, charge and spin: 2.602 eV